Entry 1:
Density functional theory data (ωB97M-V with the def2-TZVPD basis set) for 2 unconnected molecules or ions with the total composition C25H24F5OSi in a non-equilibrium geometry.

Results
Charge: +1
Kohn-Sham gap, Eh: 0.24893
Spin multiplicity: 1
Energy relative to the best compared isomer or geometry (same formula, charge and spin), kJ/mol: 26.3

Atoms and positions in Å:
C: 1.263 -4.210 1.500
Si: 1.674 -2.646 0.564
C: 2.590 -1.423 1.596
C: 2.608 -3.123 -0.986
O: 0.227 -1.867 0.055
C: -0.718 -1.190 0.733
C: -1.613 -0.415 0.043
C: -0.758 -1.232 2.215
C: -0.374 -0.166 3.055
F: 0.197 0.931 2.500
C: -0.494 -0.215 4.438
F: -0.230 0.879 5.183
C: -0.918 -1.393 5.052
F: -1.044 -1.443 6.386
C: -1.234 -2.501 4.272
F: -1.663 -3.649 4.853
C: -1.188 -2.396 2.892
F: -1.640 -3.465 2.168
H: 2.202 -4.796 1.536
H: 0.936 -4.026 2.537
H: 0.489 -4.813 0.997
H: 3.587 -1.829 1.831
H: 2.723 -0.484 1.044
H: 2.087 -1.208 2.547
H: 3.528 -3.673 -0.714
H: 1.985 -3.777 -1.622
H: 2.884 -2.237 -1.563
H: -2.473 -0.074 0.642
H: -1.735 -0.667 -1.021
C: 3.887 1.615 -3.180
C: 2.582 1.489 -2.461
C: 2.529 1.693 -1.075
C: 1.299 1.766 -0.423
C: 0.091 1.588 -1.145
C: -1.207 1.715 -0.513
C: -2.340 2.266 -1.245
C: -3.632 1.913 -0.800
C: -4.766 2.444 -1.414
C: -4.655 3.410 -2.444
C: -3.379 3.783 -2.903
C: -2.241 3.191 -2.346
C: 0.183 1.274 -2.527
C: 1.412 1.142 -3.151
H: 3.724 1.890 -4.234
H: 4.508 2.409 -2.728
H: 4.457 0.677 -3.125
H: 3.458 1.827 -0.500
H: 1.247 1.993 0.638
H: -1.237 1.945 0.570
H: -3.723 1.194 0.021
H: -5.756 2.106 -1.089
H: -5.553 3.867 -2.896
H: -3.276 4.502 -3.736
H: -1.240 3.438 -2.726
H: -0.732 1.132 -3.097
H: 1.462 0.837 -4.200


Entry 2:
Density functional theory data (ωB97M-V with the def2-TZVPD basis set) for 2 unconnected molecules or ions with the total composition C2H4NO2 in a non-equilibrium geometry.

Results
Charge: -1
Kohn-Sham gap (alpha / beta), Eh: 0.20861 / 0.20863
Spin multiplicity: 1
Energy relative to the best compared isomer or geometry (same formula, charge and spin), kJ/mol: 466.6

Atoms and positions in Å:
C: -1.187 0.485 0.384
C: -0.737 -0.767 0.748
N: 2.070 0.640 -1.191
O: 2.419 -0.546 -1.117
O: -0.980 -1.932 0.473
H: -2.127 0.700 -0.157
H: -0.671 1.315 0.844
H: 0.182 -0.615 1.494
H: 1.031 0.721 -1.477


Entry 3:
Density functional theory data (ωB97M-V with the def2-TZVPD basis set) for a molecular structure, C26H23BN8Pt.

Results
Charge: +1
Kohn-Sham gap (alpha / beta), Eh: 0.28040 / 0.21546
Spin multiplicity: 4
⟨S²⟩: 3.790

Atoms and positions in Å:
Pt: -0.467 -0.302 -0.851
C: 3.178 -2.644 -0.865
C: 2.372 -1.619 -1.348
N: 1.172 -1.680 -0.773
N: 1.185 -2.717 0.094
C: 2.385 -3.312 0.051
B: -0.048 -2.900 1.014
N: -0.139 -1.619 1.898
C: 0.277 -1.386 3.151
C: 0.083 -0.049 3.443
C: -0.461 0.483 2.280
N: -0.586 -0.467 1.355
N: -1.322 -2.990 0.134
C: -2.271 -3.940 0.137
C: -3.234 -3.604 -0.794
C: -2.790 -2.404 -1.340
N: -1.636 -2.051 -0.777
N: 0.042 -4.127 1.873
C: -0.630 -4.403 3.022
C: -0.497 -5.742 3.279
C: 0.272 -6.224 2.202
N: 0.586 -5.260 1.362
H: 4.186 -2.879 -1.151
H: 2.575 -0.855 -2.080
H: 2.568 -4.187 0.647
H: 0.675 -2.182 3.756
H: 0.284 0.450 4.373
H: -0.784 1.488 2.063
H: -2.180 -4.795 0.786
H: -4.118 -4.159 -1.045
H: -3.225 -1.782 -2.103
H: -1.177 -3.643 3.556
H: -0.895 -6.286 4.116
H: 0.614 -7.227 2.013
C: 2.820 6.041 -0.421
C: 1.933 5.662 -1.425
C: 1.305 4.437 -1.374
C: 1.547 3.564 -0.293
C: 2.475 3.956 0.697
C: 3.094 5.185 0.640
C: 0.930 2.282 -0.129
C: -0.030 1.669 -0.916
C: -0.993 2.389 -1.744
C: -1.178 2.043 -3.093
C: -2.136 2.687 -3.852
C: -2.964 3.640 -3.267
C: -2.811 3.973 -1.926
C: -1.822 3.369 -1.173
H: 3.310 7.004 -0.475
H: 1.744 6.328 -2.256
H: 0.643 4.148 -2.174
H: 2.681 3.278 1.515
H: 3.791 5.478 1.413
H: 1.335 1.679 0.680
H: -0.544 1.285 -3.539
H: -2.250 2.437 -4.898
H: -3.731 4.121 -3.858
H: -3.458 4.712 -1.475
H: -1.682 3.646 -0.136


Entry 4:
Density functional theory data (ωB97M-V with the def2-TZVPD basis set) for a molecular structure, C22H45N2P3Se2Ti in a non-equilibrium geometry.

Results
Charge: +4
Kohn-Sham gap (alpha / beta), Eh: 0.11209 / 0.11221
Spin multiplicity: 1
Energy relative to the best compared isomer or geometry (same formula, charge and spin), kJ/mol: 93.5

Atoms and positions in Å:
Ti: -0.444 -0.126 0.806
P: -0.107 2.032 1.818
P: -2.706 0.673 0.103
P: 2.033 -0.035 0.172
H: -2.089 -3.708 -5.623
C: -1.152 -4.061 -5.132
C: -0.892 -3.931 -3.813
H: -1.568 -3.362 -3.151
C: 0.093 3.594 0.879
C: -1.514 2.506 2.901
C: 1.363 2.095 2.917
C: -3.401 -0.302 -1.278
C: -4.000 0.417 1.373
C: -3.194 2.361 -0.431
C: 2.389 -1.283 -1.102
C: 3.270 -0.428 1.461
C: 2.921 1.427 -0.491
H: -0.479 -4.605 -5.826
H: -0.069 -4.477 -3.316
H: 0.196 4.449 1.563
H: -0.780 3.758 0.237
H: 0.979 3.538 0.238
H: -1.214 3.333 3.559
H: -1.837 1.651 3.507
H: -2.369 2.833 2.294
H: 1.259 2.886 3.673
H: 2.268 2.296 2.329
H: 1.499 1.139 3.437
H: -4.469 -0.046 -1.374
H: -3.298 -1.371 -1.042
H: -2.865 -0.072 -2.209
H: -4.947 0.792 0.957
H: -3.766 0.968 2.291
H: -4.089 -0.647 1.612
H: -4.289 2.336 -0.543
H: -2.714 2.584 -1.396
H: -2.920 3.130 0.303
H: 3.467 -1.291 -1.319
H: 1.828 -1.049 -2.015
H: 2.081 -2.277 -0.747
H: 4.266 -0.381 0.998
H: 3.111 -1.416 1.897
H: 3.220 0.310 2.268
H: 3.936 1.093 -0.773
H: 3.022 2.220 0.263
H: 2.391 1.822 -1.363
C: -0.146 0.924 -4.199
C: -0.439 -0.436 -4.455
C: -0.206 -0.884 -5.757
C: 0.236 0.031 -6.743
C: 0.647 1.325 -6.411
C: 0.479 1.757 -5.112
Se: -0.328 2.080 -2.616
H: -0.184 0.681 -2.131
H: -0.821 -1.110 -3.685
H: -0.364 -1.934 -6.056
H: 0.256 -0.279 -7.782
H: 1.094 1.999 -7.141
H: 0.834 2.752 -4.822
C: 1.446 -3.512 2.402
N: 1.357 -2.529 3.495
C: 2.279 -2.383 4.529
C: 1.808 -1.387 5.331
N: 0.605 -0.951 4.797
C: -0.289 0.040 5.383
C: 0.319 -1.663 3.668
Se: -1.224 -1.498 2.592
H: 0.417 -3.844 2.167
H: 2.074 -4.347 2.756
H: 1.903 -3.063 1.498
H: 3.146 -3.010 4.585
H: 2.214 -0.960 6.226
H: -1.263 -0.083 4.902
H: -0.358 -0.148 6.460
H: 0.085 1.058 5.203


Entry 5:
Density functional theory data (ωB97M-V with the def2-TZVPD basis set) for a single C5H8N2S molecule in a non-equilibrium geometry.

Results
Kohn-Sham gap, Eh: 0.30485
Spin multiplicity: 1
Energy relative to the best compared isomer or geometry (same formula, charge and spin), kJ/mol: 416.8
SMILES string: C=CC(/C=N\S)=C\N

Atoms and positions in Å:
C: -2.054 -0.600 0.364
C: -0.890 -0.709 -0.334
C: 0.313 -0.083 0.176
C: 0.699 0.896 1.338
N: 0.112 1.917 1.725
S: -1.507 2.310 0.943
C: 1.491 -0.208 -0.569
N: 1.680 -1.035 -1.571
H: -3.106 -1.113 0.223
H: -1.921 -0.023 1.322
H: -0.891 -1.035 -1.318
H: 1.787 0.637 1.768
H: -1.801 1.259 0.079
H: 2.339 0.515 -0.282
H: 1.154 -1.768 -2.029
H: 2.594 -0.960 -1.835


Entry 6:
Density functional theory data (ωB97M-V with the def2-TZVPD basis set) for a molecular structure, C4H7N2 in a non-equilibrium geometry.

Results
Charge: +1
Kohn-Sham gap, Eh: 0.31464
Spin multiplicity: 1
Energy relative to the best compared isomer or geometry (same formula, charge and spin), kJ/mol: 747.9

Atoms and positions in Å:
C: -1.100 -0.778 -1.734
C: -2.173 -0.553 -2.306
C: 0.097 -0.593 -1.221
C: 0.566 -0.022 0.082
N: 1.131 -0.600 1.138
N: -0.679 0.942 0.639
H: 1.294 -0.953 -1.879
H: 1.238 0.771 -0.376
H: 1.899 -0.168 1.614
H: 0.634 -1.223 1.762
H: -1.565 0.679 0.241
H: -0.549 1.920 0.461
H: -0.793 0.578 1.578


Entry 7:
Density functional theory data (ωB97M-V with the def2-TZVPD basis set) for a molecular structure, C28H50P2SiY in a non-equilibrium geometry.

Results
Charge: +1
Kohn-Sham gap (alpha / beta), Eh: 0.19138 / 0.21608
Spin multiplicity: 1
Energy relative to the best compared isomer or geometry (same formula, charge and spin), kJ/mol: 14.9

Atoms and positions in Å:
Y: -0.309 0.121 -1.413
C: -0.774 1.678 1.287
C: -1.930 0.883 0.968
C: -0.327 -0.532 1.854
C: 0.216 0.791 1.814
C: -1.643 -0.486 1.313
C: -0.647 3.155 1.243
H: -1.285 3.618 0.490
H: 0.384 3.458 1.044
H: -0.921 3.611 2.204
C: 1.618 1.136 2.200
H: 1.777 2.225 2.127
H: 2.314 0.617 1.507
H: 1.855 0.820 3.234
C: 0.407 -1.746 2.326
H: 0.847 -1.611 3.337
H: 1.240 -1.969 1.624
H: -0.271 -2.606 2.381
C: -2.564 -1.645 1.203
H: -3.243 -1.732 2.062
H: -1.995 -2.579 1.155
H: -3.184 -1.583 0.307
C: -3.272 1.395 0.536
H: -3.956 1.565 1.395
H: -3.777 0.669 -0.137
H: -3.193 2.357 -0.008
C: 0.572 1.453 -5.518
C: -0.199 2.569 -4.936
C: -1.721 2.642 -5.437
C: -2.560 1.356 -5.589
C: -2.300 0.313 -4.564
C: -1.532 -0.867 -4.811
C: -0.569 -0.815 -6.092
C: 0.140 0.511 -6.507
H: -1.577 3.056 -6.442
H: -2.460 1.018 -6.632
H: -2.289 3.417 -4.898
H: -0.363 1.022 -7.340
H: 1.614 1.315 -5.282
H: 0.126 3.626 -5.004
H: 1.099 0.144 -6.900
H: 0.213 -1.539 -5.868
H: -2.053 -1.868 -4.881
H: -1.104 -1.147 -7.000
H: -3.610 1.680 -5.513
H: -2.890 0.408 -3.651
P: 0.618 2.305 -3.298
C: 2.269 3.006 -3.445
C: -0.870 2.657 -2.330
P: -0.923 -1.916 -3.230
C: 0.802 0.553 -3.286
C: -2.505 -2.279 -2.445
C: -0.019 -3.370 -3.802
H: 3.071 2.377 -3.014
H: 2.253 3.973 -2.934
H: 2.499 3.147 -4.511
H: -1.807 2.327 -2.841
H: -0.842 3.756 -2.359
H: -0.969 2.401 -1.219
H: 0.114 -3.163 -4.869
H: -0.616 -4.283 -3.652
H: 0.976 -3.487 -3.344
H: 1.673 -0.046 -3.536
H: -0.084 0.110 -3.819
H: -2.471 -2.985 -1.582
H: -3.124 -2.706 -3.273
H: -3.022 -1.329 -2.131
C: 5.863 -1.443 -0.155
Si: 4.269 -1.815 0.783
C: 4.180 -3.709 0.972
C: 4.545 -1.177 2.552
C: 2.870 -1.121 -0.177
C: 1.905 -0.656 -0.807
H: 6.642 -1.823 0.532
H: 5.971 -0.367 -0.305
H: 5.892 -1.984 -1.107
H: 5.031 -3.923 1.644
H: 3.244 -4.056 1.436
H: 4.341 -4.206 0.001
H: 4.831 -0.114 2.550
H: 3.693 -1.335 3.230
H: 5.396 -1.761 2.928


Entry 8:
Density functional theory data (ωB97M-V with the def2-TZVPD basis set) for a molecular structure, C18H23N5O3S2Zn in a non-equilibrium geometry.

Results
Charge: +2
Kohn-Sham gap (alpha / beta), Eh: 0.21536 / 0.21531
Spin multiplicity: 1
Energy relative to the best compared isomer or geometry (same formula, charge and spin), kJ/mol: 56.8

Atoms and positions in Å:
C: -0.968 -1.757 -3.242
C: -1.166 -0.959 -4.497
H: -0.825 -2.798 -3.626
H: -1.672 -1.442 -2.459
C: -1.116 0.440 -4.338
C: -0.936 0.996 -3.068
H: -1.338 0.563 -2.112
H: -0.564 2.029 -3.083
C: -1.314 -1.604 -5.885
H: -1.117 -2.685 -5.909
H: -0.601 -1.207 -6.627
H: -2.312 -1.573 -6.357
C: -1.387 1.319 -5.591
H: -2.400 1.221 -6.041
H: -0.682 1.107 -6.387
H: -1.289 2.391 -5.407
Zn: 0.080 0.187 2.657
O: 0.151 -0.480 0.671
C: 0.880 -0.076 -0.298
O: 1.772 1.079 2.478
C: 2.162 1.445 1.326
O: 3.151 2.288 1.291
N: 1.773 1.023 0.067
C: 3.540 2.454 -0.112
C: 2.583 1.708 -0.947
H: 4.564 2.136 -0.207
H: 3.565 3.491 -0.368
H: 3.106 1.000 -1.566
H: 1.930 2.337 -1.528
C: 0.802 -0.510 -1.687
C: 0.343 -1.800 -2.353
H: 1.529 0.052 -2.250
H: -0.027 -2.381 -1.454
H: 1.209 -2.503 -2.701
N: -2.894 1.831 2.484
C: -2.712 1.024 3.546
N: -1.634 0.286 3.737
C: -1.691 -0.418 4.955
C: -2.821 -0.124 5.707
S: -3.854 1.003 4.899
C: -0.530 -1.207 5.242
C: -0.161 -1.942 6.360
S: 1.471 -2.504 6.220
C: 1.609 -1.693 4.633
N: 0.469 -1.103 4.276
N: 2.721 -1.542 3.907
H: -3.742 2.361 2.460
H: -2.212 1.823 1.721
H: -2.982 -0.512 6.703
H: -0.801 -2.047 7.233
H: 3.581 -1.972 4.258
H: 2.753 -0.757 3.271


Number 1: calculated total energy -49819.879 eV. Number 2: calculated total energy -7720.776 eV. Number 3: calculated total energy -43172.791 eV. Number 4: calculated total energy -208155.327 eV. Number 5: calculated total energy -19126.101 eV. Number 6: calculated total energy -7227.987 eV. Number 7: calculated total energy -57330.902 eV. Number 8: calculated total energy -102705.640 eV.